ORCA calculation (ωB97M-V/def2-TZVPD) on a 7-piece molecular cluster, C14H30O13 overall.

Atoms and positions in Å:
O 0.427 -3.121 -2.420
H 1.256 -3.466 -2.064
H 0.320 -2.270 -1.963
O 0.082 -0.873 -0.737
H 0.638 -0.085 -0.755
H -0.805 -0.526 -0.591
C -1.616 -3.223 1.181
C -0.743 -4.435 0.990
C 0.744 -4.090 0.751
O 1.443 -4.760 1.789
C 0.576 -5.381 2.615
O 0.891 -6.023 3.566
O -0.695 -5.148 2.248
H -1.776 -2.683 0.251
H -1.181 -2.554 1.926
H -2.573 -3.522 1.618
H -1.087 -5.111 0.212
H 0.946 -3.022 0.797
H 1.021 -4.452 -0.233
C 1.565 5.164 1.864
C 2.553 4.371 1.058
C 3.317 3.296 1.862
O 3.102 2.089 1.140
C 2.223 2.296 0.148
O 1.782 1.440 -0.551
O 1.877 3.595 0.053
H 1.283 6.083 1.352
H 1.994 5.432 2.833
H 0.661 4.597 2.092
H 3.270 5.028 0.566
H 2.959 3.184 2.886
H 4.390 3.476 1.913
C -2.533 2.568 -2.524
C -1.743 2.716 -1.242
C -2.221 3.733 -0.205
O -2.215 3.019 1.031
C -1.924 1.711 0.815
O -1.823 0.887 1.661
O -1.824 1.473 -0.506
H -2.426 1.564 -2.927
H -2.162 3.261 -3.282
H -3.591 2.798 -2.379
H -0.688 2.862 -1.488
H -3.221 4.127 -0.398
H -1.544 4.581 -0.108
C -4.036 -1.220 -0.818
O -2.899 -1.311 -1.663
H -3.959 -1.992 -0.051
H -4.017 -0.294 -0.228
H -4.985 -1.314 -1.344
H -3.140 -0.962 -2.524
C 3.685 -1.891 -1.334
O 3.155 -3.226 -1.362
H 2.898 -1.216 -1.674
H 3.927 -1.585 -0.315
H 4.539 -1.794 -2.001
H 3.904 -3.804 -1.529

Cartesian forces, eV/Å:
0.0 -0.1 0.0
0.1 0.2 -0.2
-0.1 0.0 0.1
0.0 0.1 0.0
0.2 0.0 0.1
-0.2 -0.2 -0.1
-0.4 0.0 0.4
0.6 0.5 0.5
-0.7 0.1 -0.5
0.1 -0.3 0.0
0.0 0.2 0.1
0.1 -0.1 0.1
-0.1 -0.2 -0.3
0.1 0.0 -0.1
0.2 0.1 -0.2
-0.1 -0.1 -0.3
-0.3 0.0 0.1
0.0 0.0 0.1
0.4 -0.1 0.2
-0.2 0.3 0.4
0.3 -0.3 0.3
0.2 0.2 0.1
-0.1 -0.1 -0.1
-0.1 0.1 0.2
0.0 0.0 -0.3
0.1 -0.1 0.0
-0.1 0.0 0.0
0.1 0.1 -0.1
0.1 -0.2 -0.2
-0.1 0.0 -0.2
-0.2 -0.1 -0.1
0.0 0.1 -0.1
-0.2 0.6 -0.1
0.2 -0.6 -0.2
0.1 0.4 -0.1
0.2 -0.1 0.1
-0.4 0.2 -0.2
0.0 0.0 0.1
0.1 0.1 0.0
0.1 -0.1 0.1
0.0 0.0 0.1
0.0 -0.2 0.1
0.0 0.0 0.1
-0.1 -0.2 0.0
0.0 -0.1 0.0
0.2 0.2 0.8
-0.2 0.0 0.0
-0.1 -0.3 -0.3
-0.1 0.2 -0.3
0.0 0.0 -0.1
0.1 0.0 0.0
-0.7 0.0 0.1
0.5 0.3 0.0
0.0 -0.1 -0.1
0.2 -0.1 0.0
0.1 0.1 0.1
-0.1 -0.2 0.1

structure (SMILES)	C[C@H]1COC(=O)O1.C[C@H]1COC(=O)O1.C[C@H]1COC(=O)O1.CO.CO.O.O
Kohn-Sham gap	10.1	eV

ORCA calculation (ωB97M-V/def2-TZVPD) on C6H11O6 as an isolated structure.

Atoms and positions in Å:
C 1.176 0.510 -0.865
C 0.128 -0.676 -0.870
C 0.509 1.816 -0.147
C -0.325 -0.781 0.613
C -0.882 1.612 0.422
C -0.958 -2.522 1.428
O 2.342 0.190 -0.250
O -1.002 -0.276 -1.654
O 0.355 2.765 -1.225
O -1.027 2.518 1.340
O -1.355 -3.037 0.263
O -0.795 0.235 1.135
H 1.215 0.969 -1.954
H 0.577 -1.709 -1.178
H 1.048 2.355 0.608
H -0.442 -3.414 1.880
H -1.694 1.505 -0.314
H -1.636 -1.924 2.009
H 3.063 0.071 -0.900
H -0.673 0.037 -2.452
H 0.041 3.650 -0.914
H -1.879 2.546 1.669
H -2.190 -2.727 -0.114

Cartesian forces, eV/Å:
-2.3 2.4 -1.2
0.8 -0.8 0.2
-0.6 0.1 -2.6
0.0 -2.0 -0.1
1.0 -1.2 -1.9
0.6 1.0 -1.5
1.6 -0.5 -0.3
-0.4 -1.5 3.1
-0.4 0.4 0.1
1.8 1.2 0.8
-0.9 -0.7 -1.0
-0.6 -0.3 0.9
0.4 -1.4 1.8
-0.7 2.0 0.4
1.0 -0.7 0.7
0.7 2.0 0.3
0.4 -0.2 0.4
-0.5 -0.4 0.5
-0.5 0.0 0.5
0.8 1.0 -2.6
0.5 -1.1 -0.1
-3.0 0.4 1.2
0.1 0.3 0.2

total charge	+1
Kohn-Sham gap	9.5	eV

ORCA calculation (ωB97M-V/def2-TZVPD) on C23H16Br2IrN4O5S2 as an isolated structure.

Atoms and positions in Å:
Ir -0.332 1.325 0.741
Br -4.793 -3.548 0.268
C -3.536 -2.141 0.298
C -2.480 -2.137 -0.593
C -1.562 -1.106 -0.508
N -1.675 -0.134 0.398
C -2.753 -0.090 1.206
C -3.693 -1.106 1.201
C -2.903 1.166 1.976
C -4.009 1.454 2.754
C -4.119 2.731 3.273
Br -5.610 3.169 4.348
C -3.163 3.685 2.993
C -2.075 3.311 2.225
N -1.935 2.074 1.757
H -2.359 -2.911 -1.336
H -0.702 -1.043 -1.160
H -4.535 -1.086 1.875
H -4.768 0.713 2.949
H -3.243 4.695 3.365
H -1.280 4.000 1.984
O -0.525 2.427 -1.361
N -1.700 2.702 -1.742
O -2.654 2.244 -1.108
N 1.075 0.387 -0.306
C 1.805 -0.408 -0.918
C 1.830 -0.414 -2.438
C 1.607 0.777 -3.124
C 1.496 0.784 -4.505
C 1.588 -0.404 -5.223
C 1.802 -1.597 -4.549
C 1.930 -1.599 -3.164
C 2.679 -1.448 -0.238
C 3.920 -1.821 -0.747
C 4.715 -2.741 -0.078
C 4.272 -3.313 1.107
C 3.034 -2.948 1.621
C 2.250 -2.020 0.954
H 1.485 1.686 -2.549
H 1.319 1.718 -5.023
H 1.484 -0.398 -6.301
H 1.870 -2.528 -5.099
H 2.107 -2.532 -2.641
H 4.270 -1.377 -1.672
H 5.684 -3.012 -0.482
H 4.890 -4.032 1.630
H 2.684 -3.378 2.552
H 1.300 -1.703 1.366
O 0.274 3.332 3.728
S 1.150 2.544 2.885
O 2.545 2.600 3.218
O 0.909 2.856 1.404
S 0.432 0.596 2.790

Cartesian forces, eV/Å:
0.5 0.5 -0.8
0.0 0.0 0.0
0.0 0.1 0.1
0.0 0.1 0.0
0.0 -0.1 0.0
-0.1 0.1 0.0
0.0 0.2 0.1
0.0 -0.1 -0.1
0.0 -0.2 -0.1
0.0 0.0 0.1
0.0 -0.1 0.0
0.0 0.0 0.0
0.0 0.0 0.0
0.0 0.1 0.1
0.0 0.1 -0.5
0.0 0.0 0.0
0.0 0.0 0.0
0.0 0.0 0.0
0.0 0.0 0.0
0.0 0.0 0.0
0.0 0.0 0.0
-0.9 -0.6 1.6
-0.3 0.2 -0.6
0.8 0.0 0.1
-0.3 0.0 -0.1
0.3 0.0 0.2
0.0 -0.1 0.0
0.0 0.0 0.0
0.0 0.0 0.0
0.0 0.0 0.0
0.0 0.0 0.0
0.0 0.0 0.0
0.0 0.0 0.0
0.0 0.0 0.0
0.0 0.0 0.0
0.0 0.0 0.0
0.0 0.0 0.0
0.0 0.0 0.0
0.0 0.0 0.0
0.0 0.0 0.0
0.0 0.0 0.0
0.0 0.0 0.0
0.0 0.0 0.0
0.0 0.0 0.0
0.0 0.0 0.0
0.0 0.0 0.0
0.0 0.0 0.0
0.0 0.0 0.0
0.0 0.0 0.0
0.2 0.1 0.0
0.0 -0.1 0.0
-0.1 0.0 0.0
0.0 -0.2 0.2

total charge	-1
Kohn-Sham gap (alpha / beta)	5.3 / 5.3	eV

ORCA calculation (ωB97M-V/def2-TZVPD) on an isolated molecule of C22H25N3O2.

Atoms and positions in Å:
C -8.418 -1.108 -2.411
C -7.839 -1.596 -1.090
C -7.694 -0.458 -0.082
C -7.054 -0.939 1.222
O -5.748 -1.445 1.037
C -4.713 -0.592 0.822
C -4.767 0.797 0.903
C -3.628 1.546 0.682
C -2.404 0.952 0.370
C -2.363 -0.445 0.294
C -3.491 -1.199 0.515
H -3.460 -2.276 0.460
H -1.436 -0.943 0.060
C -1.249 1.794 0.144
C -0.010 1.411 -0.186
C 1.057 2.413 -0.372
O 0.889 3.615 -0.242
N 2.248 1.877 -0.741
H 2.414 0.878 -0.675
C 3.448 2.665 -0.818
H 3.921 2.519 -1.796
H 3.156 3.712 -0.710
C 4.437 2.273 0.293
C 4.842 0.845 0.174
N 4.040 -0.144 -0.099
C 4.817 -1.276 -0.116
C 4.477 -2.602 -0.356
C 5.488 -3.539 -0.304
C 6.808 -3.182 -0.022
C 7.167 -1.870 0.219
C 6.157 -0.925 0.168
N 6.137 0.437 0.345
H 6.925 1.022 0.565
H 8.188 -1.595 0.437
H 7.565 -3.951 0.008
H 5.258 -4.578 -0.485
H 3.458 -2.878 -0.574
H 5.321 2.912 0.247
H 3.950 2.429 1.260
H 0.267 0.377 -0.325
H -1.411 2.860 0.253
H -3.688 2.622 0.751
H -5.687 1.307 1.144
H -7.059 -0.142 1.976
H -7.618 -1.789 1.618
H -8.675 -0.036 0.150
H -7.079 0.331 -0.520
H -8.487 -2.369 -0.669
H -6.858 -2.042 -1.261
H -7.772 -0.356 -2.857
H -8.517 -1.934 -3.112
H -9.401 -0.668 -2.258

Cartesian forces, eV/Å:
0.1 -0.2 0.2
0.0 0.3 -0.1
0.3 -0.5 0.2
-0.5 0.4 0.0
0.4 -0.1 -0.1
0.2 0.1 0.0
-0.4 -0.2 0.1
0.4 -0.1 -0.1
-0.5 -0.2 0.1
-0.1 0.2 0.0
-0.2 -0.1 0.0
0.0 -0.1 0.0
0.1 -0.1 0.0
0.7 0.1 -0.2
-0.6 0.1 0.2
0.2 0.1 -0.2
-0.1 0.2 0.1
0.0 -0.2 0.0
-0.2 0.1 0.0
0.1 0.2 0.0
0.0 0.1 0.1
0.1 -0.1 -0.1
-0.2 0.1 -0.1
0.2 0.1 0.1
-0.4 0.2 -0.1
0.8 0.0 0.1
0.1 0.1 0.0
-0.1 -0.2 0.0
0.1 0.0 0.0
0.1 0.0 0.0
-0.4 -0.5 -0.1
0.0 0.1 0.0
-0.1 0.0 0.0
0.1 0.0 0.0
0.1 -0.1 0.0
0.0 -0.1 0.0
-0.1 0.0 0.0
0.0 0.0 0.0
0.1 0.0 0.0
0.0 -0.2 0.0
0.1 0.1 0.0
0.0 0.1 0.0
-0.1 0.0 0.0
0.0 -0.1 0.0
0.0 0.1 0.0
0.0 0.1 0.0
-0.1 0.1 0.0
0.0 -0.1 0.0
0.0 -0.1 0.0
0.0 0.1 -0.1
0.0 0.0 -0.1
-0.1 0.1 0.0

structure (SMILES)	CCCCOc1ccc(/C=C/C(=O)NCCc2nc3ccccc3[nH]2)cc1
Kohn-Sham gap	8.5	eV

ORCA calculation (ωB97M-V/def2-TZVPD) on an isolated molecule of C6H11NS.

Atoms and positions in Å:
C 2.147 -1.017 -0.095
C 0.488 0.772 -0.037
C -0.839 1.293 -0.372
C -1.586 0.260 -1.233
C -1.257 -0.514 1.330
C -0.538 0.779 1.042
H 2.746 -1.653 -0.975
H 2.751 -0.158 0.162
H 2.087 -1.787 0.865
H 1.235 -0.365 -1.510
H 1.423 1.515 0.040
H -0.942 2.411 -0.448
H -2.608 0.558 -1.665
H -0.988 -0.150 -2.002
H -1.898 -0.534 2.195
H -0.469 -1.334 1.637
H -0.340 1.497 1.877
N 0.871 -0.561 -0.599
S -2.282 -1.012 -0.212

Cartesian forces, eV/Å:
1.6 -3.9 1.0
3.8 -0.3 0.1
-0.7 1.1 -0.1
-3.1 1.6 0.0
1.5 -2.6 -0.1
-0.4 0.5 0.3
-1.7 1.6 2.4
0.6 0.0 0.3
0.0 2.1 -2.4
-1.0 0.4 -1.2
-2.2 -1.5 0.0
-0.1 -1.5 -0.4
1.9 0.7 0.1
0.7 -0.3 -0.7
-0.5 0.6 0.1
-1.4 1.2 -1.1
-0.6 -0.7 -0.9
0.3 1.2 0.1
1.1 -0.4 2.5

structure (SMILES)	CN[C@@H]1[C@@H]2CSC[C@@H]21
Kohn-Sham gap	9.0	eV

ORCA calculation (ωB97M-V/def2-TZVPD) on an isolated molecule of C3H3ClN2O2.

Atoms and positions in Å:
C 0.399 1.089 1.148
C -0.299 1.110 -0.003
C -0.078 -0.160 -0.645
H 0.073 -2.247 0.090
H 0.376 1.887 1.874
H -1.493 -0.437 -1.972
N 1.018 -0.650 0.039
N -0.688 -0.877 -1.529
O 1.033 -2.012 0.228
O 1.121 0.015 1.316
Cl -1.462 2.284 -0.546

Cartesian forces, eV/Å:
-1.6 2.0 -0.7
-0.7 0.7 0.0
-1.9 -0.2 -1.4
0.9 -0.2 0.1
0.4 -0.3 0.3
0.3 0.3 0.3
1.6 -1.7 0.3
0.9 0.3 1.0
-1.1 0.6 -0.1
0.5 -1.1 -0.1
0.6 -0.5 0.3

structure (SMILES)	[H]/N=c1\c(Cl)con1O
Kohn-Sham gap	9.7	eV

| no. | largest force on an atom (Eh/bohr) | energy (a.u.) |
| --- | --- | --- |
| 1 | 0.01844 | -1529.5996 |
| 2 | 0.06889 | -686.2462 |
| 3 | 0.03776 | -7530.0879 |
| 4 | 0.01552 | -1168.1158 |
| 5 | 0.08380 | -688.0527 |
| 6 | 0.05119 | -836.1651 |